30
Properties=species:S:1:pos:R:3:forces:R:3 method="wB97M-V/def2-TZVPD" charge=0 multiplicity=5 s2=6.0485 total_energy_ha=-2208.7383 homo_energy_ev="-7.81 / -9.39"
Rh -1.5822 -0.5844 1.2585 -1.89 0.07 0.98
Cl -3.8697 -0.2186 2.4188 1.69 -0.33 -0.95
C 0.0731 -1.6238 0.8756 1.86 0.26 0.09
H 0.8958 -0.9578 0.6093 -0.01 0.02 -0.20
H 0.1465 -2.4702 0.1999 -0.76 -0.13 -0.26
H 0.4113 -2.0066 1.8550 -0.59 0.10 0.21
Ti -1.8477 -0.9113 -2.1018 -2.22 -0.52 -1.03
C -3.1014 0.5510 -3.0003 0.32 -0.08 0.38
C -2.8890 -2.8320 -2.3502 0.69 0.67 0.31
C 0.0906 -0.7174 -2.6272 0.79 -0.10 1.87
H -2.1584 -3.6027 -2.6661 -0.42 0.22 0.05
H -3.2076 -3.0694 -1.3164 0.03 -0.09 -0.22
H -3.7935 -2.8475 -2.9918 0.63 0.12 0.27
H -2.4707 1.2191 -3.6061 -0.10 -0.12 0.06
H -3.9737 0.2420 -3.5982 0.40 -0.11 0.23
H -3.4819 1.1477 -2.1538 -0.01 0.01 -0.05
H 0.5699 -1.6501 -2.1746 0.02 1.02 -0.78
H 0.5726 0.2195 -2.2017 -0.11 -1.00 -0.76
S -0.5683 1.3095 1.4569 -0.56 0.66 -0.30
C 1.1360 1.5423 1.7585 1.20 -0.63 0.32
C 1.9376 2.1839 0.7971 0.33 -0.68 0.87
C 3.3204 2.3064 1.0342 -0.57 0.74 -0.83
C 3.9051 1.8489 2.1935 -0.19 -0.31 0.66
C 3.1042 1.1848 3.1384 -0.38 0.56 -0.53
C 1.7305 1.0457 2.9454 0.30 0.04 -0.84
H 1.4908 2.5136 -0.1255 0.01 0.19 -0.14
H 3.9220 2.8343 0.2882 -0.17 -0.26 0.24
H 4.9697 2.0220 2.3956 -0.51 -0.21 -0.18
H 3.5526 0.8180 4.0353 0.17 -0.23 0.45
H 1.1154 0.5032 3.6533 0.06 0.12 0.07